No. 1
# C35H70O25

A 10-piece molecular cluster, C35H70O25 overall at a distorted geometry (wB97M-V/def2-TZVPD, OMol25).

The SMILES is O=C1OCCO1.O=C1OCCO1.O=C1OCCO1.O=C1OCCO1.O=C1OCCO1.COCCOC.COCCOC.COCCOC.COCCOC.COCCOC. As for the multiplicity: 1. Its LUMO energy is 0.018 Ha. As for the gap between HOMO and LUMO: 10.019 eV.

The geometry in XYZ format:
```
130
Properties=species:S:1:pos:R:3:lowdin_charge:R:1
C 0.27 -3.71 3.83 -0.107
C 0.71 -5.00 4.53 -0.089
O 1.11 -5.78 3.41 0.069
C 0.49 -5.36 2.30 -0.551
O 0.32 -6.01 1.30 0.145
O -0.03 -4.14 2.54 0.021
H 1.05 -3.00 3.90 0.103
H -0.75 -3.37 4.18 0.153
H -0.01 -5.57 5.09 0.125
H 1.61 -4.77 5.11 0.134
C -3.18 -3.46 1.26 -0.111
C -2.85 -4.87 0.81 -0.129
O -2.79 -5.67 1.99 0.070
C -2.87 -4.85 3.08 -0.554
O -2.69 -5.18 4.21 0.146
O -3.09 -3.57 2.69 0.053
H -4.22 -3.19 0.97 0.142
H -2.45 -2.84 0.77 0.103
H -1.86 -4.93 0.33 0.109
H -3.60 -5.15 0.03 0.138
C -1.88 -4.91 -2.78 -0.096
C -0.39 -5.14 -2.52 -0.122
O 0.28 -4.17 -3.25 0.055
C -0.55 -3.44 -4.00 -0.518
O -0.31 -2.66 -4.89 0.136
O -1.85 -3.87 -3.76 0.020
H -2.43 -4.44 -1.99 0.074
H -2.41 -5.79 -3.17 0.137
H 0.02 -6.15 -2.75 0.149
H -0.20 -4.99 -1.47 0.105
C 2.89 2.11 2.62 -0.135
C 3.55 2.57 3.95 -0.047
O 3.25 1.40 4.77 0.071
C 2.41 0.57 4.18 -0.591
O 2.00 -0.41 4.68 0.170
O 2.02 1.04 2.94 0.011
H 3.59 1.67 1.94 0.122
H 2.42 2.93 2.09 0.100
H 3.13 3.51 4.30 0.099
H 4.61 2.53 3.92 0.118
C -2.38 2.62 -0.25 -0.118
C -2.64 2.65 -1.78 -0.068
O -2.11 3.94 -2.11 0.051
C -1.87 4.69 -1.02 -0.595
O -1.56 5.82 -1.03 0.163
O -1.99 3.93 0.10 0.052
H -1.60 1.88 -0.04 0.101
H -3.36 2.41 0.24 0.115
H -3.70 2.63 -2.07 0.118
H -1.97 1.98 -2.34 0.111
C -2.97 0.42 2.50 -0.079
O -4.30 0.51 1.91 -0.196
C -5.22 1.42 2.63 -0.178
C -6.10 2.19 1.69 -0.191
O -5.36 3.32 1.14 -0.218
C -5.96 3.86 -0.05 -0.103
H -2.46 1.40 2.52 0.071
H -2.46 -0.31 1.89 0.080
H -2.86 0.15 3.53 0.077
H -4.65 2.17 3.22 0.131
H -5.91 0.88 3.33 0.135
H -7.03 2.50 2.17 0.129
H -6.26 1.51 0.88 0.113
H -5.77 3.18 -0.93 0.091
H -5.47 4.83 -0.19 0.093
H -7.04 4.01 0.04 0.085
C 0.92 4.15 5.40 -0.067
O 0.82 3.23 4.33 -0.213
C -0.13 3.60 3.33 -0.155
C 0.17 4.97 2.80 -0.198
O 1.59 5.18 2.70 -0.196
C 1.84 6.40 2.09 -0.120
H 1.83 3.82 5.90 0.101
H -0.02 4.11 5.96 0.100
H 0.92 5.14 5.05 0.062
H -1.16 3.52 3.66 0.127
H 0.07 2.87 2.53 0.115
H -0.29 5.82 3.31 0.131
H -0.19 5.16 1.80 0.104
H 2.75 6.31 1.48 0.094
H 2.03 7.25 2.79 0.101
H 1.08 6.69 1.37 0.084
C 8.26 -1.02 -5.05 -0.081
O 7.05 -0.54 -4.40 -0.168
C 6.53 -1.59 -3.60 -0.234
C 5.33 -1.30 -2.69 -0.186
O 4.24 -0.72 -3.38 -0.170
C 3.64 -1.57 -4.31 -0.110
H 8.01 -1.81 -5.71 0.063
H 8.99 -1.44 -4.33 0.096
H 8.59 -0.11 -5.62 0.104
H 7.26 -1.89 -2.91 0.096
H 6.32 -2.50 -4.15 0.114
H 5.60 -0.56 -1.96 0.117
H 5.07 -2.19 -2.13 0.125
H 4.28 -1.95 -5.06 0.076
H 2.86 -1.06 -4.78 0.057
H 3.20 -2.43 -3.78 0.102
C -3.27 -1.86 -1.89 -0.140
O -2.04 -2.32 -1.46 -0.217
C -1.12 -1.20 -1.54 -0.151
C 0.21 -1.55 -1.00 -0.245
O 0.24 -1.38 0.36 -0.159
C 1.55 -1.63 0.99 -0.016
H -3.75 -0.99 -1.30 0.126
H -3.89 -2.72 -2.05 0.082
H -3.17 -1.47 -2.92 0.096
H -1.55 -0.42 -0.96 0.102
H -1.10 -0.88 -2.57 0.121
H 0.90 -0.81 -1.44 0.117
H 0.49 -2.55 -1.35 0.130
H 1.56 -1.07 1.92 0.072
H 2.39 -1.36 0.40 0.077
H 1.53 -2.68 1.20 0.070
C -0.63 0.98 -5.66 -0.099
O -0.39 1.28 -4.32 -0.188
C 0.95 0.99 -3.93 -0.171
C 1.25 1.89 -2.66 -0.155
O 0.52 1.41 -1.52 -0.207
C 1.20 1.82 -0.32 -0.100
H -1.59 1.37 -5.94 0.087
H -0.62 -0.09 -5.77 0.076
H 0.11 1.41 -6.28 0.073
H 1.68 1.11 -4.75 0.128
H 1.12 -0.03 -3.58 0.099
H 0.96 2.91 -2.94 0.126
H 2.33 1.96 -2.52 0.117
H 2.25 1.34 -0.26 0.114
H 0.61 1.60 0.59 0.085
H 1.50 2.86 -0.30 0.082
```

---

No. 2
# C35H72N2O37

A 13-piece molecular cluster, C35H72N2O37 overall at a distorted geometry (wB97M-V/def2-TZVPD, OMol25).

The energy above the lowest of the compared OMol25 structures with the same formula, charge and spin is 93.4 kJ/mol. As for the multiplicity: 1. Its LUMO energy is -0.006 Ha. As for the gap between HOMO and LUMO: 9.969 eV.

The geometry in XYZ format:
```
146
Properties=species:S:1:pos:R:3:lowdin_charge:R:1
C -4.73 1.25 -0.95 -0.024
O -3.45 0.99 -0.39 -0.053
C -3.55 0.31 0.76 -0.628
O -4.54 0.09 1.34 0.169
O -2.28 -0.13 1.06 -0.034
C -2.37 -1.15 2.07 -0.015
H -5.16 0.30 -1.14 0.086
H -4.49 1.92 -1.82 0.103
H -5.35 1.69 -0.20 0.094
H -2.62 -0.67 3.01 0.077
H -1.37 -1.55 2.14 0.074
H -3.03 -1.98 1.84 0.106
C -2.51 3.96 -5.06 -0.032
O -1.24 4.59 -4.97 -0.028
C -0.18 3.76 -5.10 -0.621
O -0.26 2.56 -5.01 0.095
O 0.93 4.48 -5.12 -0.006
C 2.13 3.65 -5.30 0.012
H -2.57 3.33 -5.95 0.101
H -3.10 4.89 -5.01 0.101
H -2.67 3.40 -4.13 0.075
H 2.89 4.40 -5.13 0.095
H 2.04 3.17 -6.29 0.109
H 2.10 2.95 -4.47 0.084
C -5.36 -3.32 -1.38 -0.042
O -5.02 -2.61 -2.58 -0.013
C -3.90 -1.84 -2.39 -0.587
O -3.18 -1.85 -1.43 0.115
O -3.73 -1.03 -3.46 0.003
C -2.48 -0.25 -3.38 0.003
H -6.36 -3.65 -1.64 0.096
H -5.28 -2.70 -0.49 0.099
H -4.80 -4.27 -1.32 0.092
H -2.47 0.61 -2.67 0.096
H -2.50 0.07 -4.42 0.098
H -1.66 -0.93 -3.22 0.062
C 1.41 -2.17 3.54 -0.009
O 2.68 -1.50 3.27 -0.034
C 3.09 -0.81 4.34 -0.580
O 2.54 -0.78 5.41 0.119
O 4.30 -0.19 4.09 -0.011
C 4.83 -0.30 2.75 -0.038
H 0.72 -1.43 3.91 0.071
H 1.52 -2.85 4.37 0.099
H 1.10 -2.66 2.60 0.077
H 5.17 -1.30 2.51 0.096
H 5.69 0.38 2.88 0.104
H 4.19 0.01 1.93 0.059
C -1.01 -0.86 6.24 -0.081
O -1.19 -0.10 5.11 -0.048
C -2.03 0.97 5.23 -0.606
O -2.46 1.39 6.22 0.201
O -2.17 1.48 3.96 -0.072
C -3.28 2.43 3.78 0.001
H -1.92 -1.40 6.47 0.098
H -0.76 -0.19 7.08 0.113
H -0.24 -1.62 6.08 0.088
H -3.19 3.26 4.53 0.114
H -4.22 1.89 3.68 0.094
H -2.97 2.99 2.91 0.082
C -1.40 -4.68 -1.77 0.010
O -1.45 -6.14 -1.51 -0.020
C -2.19 -6.53 -0.47 -0.661
O -2.96 -5.87 0.15 0.137
O -2.01 -7.81 -0.16 0.006
C -1.07 -8.61 -0.85 -0.032
H -1.71 -4.08 -0.91 0.079
H -2.13 -4.49 -2.58 0.101
H -0.36 -4.34 -2.00 0.084
H -0.58 -8.11 -1.66 0.086
H -1.53 -9.51 -1.18 0.090
H -0.27 -8.80 -0.17 0.083
C 4.82 -2.98 -3.12 -0.007
O 5.35 -2.28 -1.95 -0.016
C 4.87 -1.02 -1.88 -0.635
O 3.99 -0.62 -2.59 0.086
O 5.49 -0.38 -0.92 0.020
C 4.94 0.96 -0.58 -0.025
H 5.51 -2.71 -3.93 0.108
H 3.79 -2.59 -3.21 0.074
H 4.82 -4.04 -2.85 0.098
H 3.87 0.88 -0.30 0.062
H 4.98 1.68 -1.47 0.119
H 5.58 1.32 0.23 0.096
C 2.46 -3.78 -0.12 -0.022
O 1.31 -4.64 0.03 -0.020
C 1.16 -5.14 1.28 -0.605
O 1.82 -4.80 2.22 0.129
O 0.14 -5.96 1.25 0.009
C -0.30 -6.46 2.52 -0.017
H 2.53 -2.95 0.59 0.077
H 2.55 -3.49 -1.21 0.109
H 3.27 -4.40 0.16 0.082
H 0.49 -7.03 3.07 0.116
H -1.22 -6.98 2.22 0.103
H -0.53 -5.73 3.28 0.086
C 2.94 2.49 6.24 -0.073
O 1.63 3.01 6.09 -0.021
C 0.97 2.78 4.89 -0.578
O -0.09 3.24 4.70 0.185
O 1.70 1.99 4.13 -0.034
C 1.17 1.60 2.91 -0.024
H 3.35 3.06 7.06 0.083
H 3.53 2.50 5.28 0.111
H 2.81 1.42 6.59 0.100
H 2.01 1.03 2.48 0.083
H 0.98 2.52 2.33 0.105
H 0.28 1.01 3.07 0.097
C -0.87 2.99 -0.46 0.034
O -1.80 4.11 -0.16 0.015
C -2.76 4.38 -1.04 -0.591
O -3.24 3.63 -1.84 0.084
O -3.18 5.64 -0.85 -0.007
C -4.31 6.03 -1.59 -0.049
H -1.42 2.08 -0.44 0.056
H -0.07 3.06 0.28 0.080
H -0.50 3.18 -1.45 0.094
H -5.21 5.80 -1.00 0.104
H -4.34 5.61 -2.62 0.095
H -4.27 7.13 -1.70 0.098
C 0.29 6.51 -1.48 -0.009
O 0.76 5.68 -0.41 0.003
C 1.95 5.15 -0.66 -0.626
O 2.64 5.23 -1.62 0.148
O 2.25 4.47 0.47 -0.003
C 3.55 3.90 0.51 -0.053
H -0.66 6.92 -1.17 0.090
H 0.24 5.91 -2.39 0.095
H 1.02 7.31 -1.67 0.106
H 4.43 4.51 0.59 0.096
H 3.76 3.32 -0.41 0.076
H 3.55 3.15 1.30 0.089
C 1.60 -0.36 -4.62 0.048
N 1.12 -1.78 -4.73 -0.405
O 0.52 -2.33 -3.78 0.009
O 1.37 -2.33 -5.76 0.090
H 1.15 0.12 -3.78 0.080
H 1.43 0.15 -5.57 0.100
H 2.68 -0.32 -4.48 0.079
C -0.05 -1.01 -0.75 0.076
N 1.09 -0.15 -0.26 -0.366
O 1.72 -0.68 0.68 0.014
O 1.39 0.88 -0.80 0.074
H -0.25 -1.58 0.17 0.093
H 0.25 -1.66 -1.57 0.074
H -0.80 -0.26 -1.00 0.081
```

---

No. 3
# C35H72N2O8

A 7-piece molecular cluster, C35H72N2O8 overall at a distorted geometry (wB97M-V/def2-TZVPD, OMol25).

The SMILES is NCCCc1ccc2c(c1)C(=O)NC2=O.CCOCC.CCOCC.CCOCC.CCOCC.CCOCC.CCOCC. As for the multiplicity: 1. Its LUMO energy is -0.002 Ha. As for the gap between HOMO and LUMO: 8.657 eV.

The geometry in XYZ format:
```
117
Properties=species:S:1:pos:R:3:lowdin_charge:R:1
N 1.65 -0.48 -0.12 -0.007
C 1.91 0.85 -0.72 -0.290
C 2.45 1.92 0.29 -0.168
C 1.37 2.51 1.30 -0.151
C -0.06 1.92 1.05 -0.198
C -0.52 0.75 1.78 -0.015
C -1.85 0.23 1.51 0.018
C -2.64 0.90 0.51 -0.073
C -2.19 2.08 -0.24 -0.064
C -0.89 2.64 0.04 0.043
C -3.30 2.51 -1.24 -0.374
O -3.42 3.52 -1.85 0.136
N -4.14 1.32 -1.28 0.118
C -4.05 0.56 -0.04 -0.383
O -4.88 -0.16 0.42 0.124
H 1.28 -1.12 -0.82 0.066
H 2.50 -0.85 0.30 0.068
H 2.74 0.69 -1.48 0.101
H 1.03 1.19 -1.33 0.108
H 2.84 2.77 -0.32 0.109
H 3.29 1.44 0.85 0.110
H 1.33 3.62 1.13 0.101
H 1.65 2.35 2.37 0.111
H 0.19 0.30 2.51 0.116
H -2.22 -0.66 2.05 0.120
H -0.55 3.55 -0.50 0.126
H -3.93 0.75 -2.10 0.152
C 3.89 -1.91 -4.13 -0.068
C 5.00 -0.89 -3.96 -0.276
O 5.56 -0.87 -2.65 -0.167
C 6.16 -2.08 -2.21 -0.276
C 7.31 -2.54 -3.09 -0.075
H 3.09 -1.73 -3.40 0.072
H 3.47 -1.86 -5.14 0.073
H 4.25 -2.93 -3.97 0.055
H 4.58 0.11 -4.13 0.116
H 5.78 -1.03 -4.71 0.105
H 5.40 -2.86 -2.11 0.105
H 6.54 -1.89 -1.21 0.118
H 6.98 -2.75 -4.11 0.059
H 7.75 -3.45 -2.68 0.075
H 8.08 -1.77 -3.15 0.082
C 6.43 -3.72 -8.48 -0.076
C 5.34 -4.42 -7.68 -0.280
O 4.17 -3.64 -7.52 -0.171
C 3.50 -3.26 -8.72 -0.279
C 3.03 -4.43 -9.55 -0.080
H 6.70 -2.77 -8.02 0.081
H 7.32 -4.35 -8.54 0.079
H 6.11 -3.51 -9.51 0.066
H 5.72 -4.61 -6.68 0.106
H 5.10 -5.39 -8.12 0.106
H 4.13 -2.58 -9.30 0.107
H 2.63 -2.68 -8.41 0.118
H 3.87 -5.05 -9.90 0.065
H 2.49 -4.08 -10.43 0.078
H 2.37 -5.08 -8.97 0.082
C 1.30 8.13 3.81 -0.081
C 1.58 6.72 3.33 -0.287
O 1.11 5.71 4.20 -0.164
C -0.29 5.70 4.44 -0.275
C -1.12 5.50 3.18 -0.070
H 1.73 8.29 4.80 0.082
H 1.72 8.87 3.12 0.077
H 0.23 8.33 3.89 0.065
H 2.67 6.59 3.26 0.117
H 1.19 6.57 2.32 0.102
H -0.60 6.60 4.97 0.106
H -0.48 4.86 5.12 0.119
H -0.97 6.32 2.46 0.069
H -2.18 5.46 3.42 0.074
H -0.84 4.57 2.68 0.067
C 4.56 -7.43 -3.99 -0.073
C 5.67 -6.41 -3.82 -0.284
O 6.24 -6.39 -2.52 -0.167
C 6.83 -7.60 -2.07 -0.279
C 7.98 -8.07 -2.95 -0.080
H 3.76 -7.25 -3.26 0.084
H 4.14 -7.37 -5.00 0.076
H 4.92 -8.45 -3.83 0.066
H 5.26 -5.41 -3.99 0.103
H 6.46 -6.55 -4.57 0.104
H 6.07 -8.38 -1.97 0.106
H 7.21 -7.40 -1.07 0.119
H 7.66 -8.28 -3.97 0.065
H 8.43 -8.97 -2.54 0.077
H 8.76 -7.30 -3.01 0.081
C -5.06 3.18 2.67 -0.071
C -5.33 1.81 3.26 -0.268
O -4.58 1.54 4.43 -0.159
C -4.79 2.41 5.53 -0.281
C -6.23 2.43 6.02 -0.080
H -4.00 3.30 2.44 0.071
H -5.64 3.32 1.75 0.081
H -5.33 3.98 3.36 0.064
H -5.05 1.05 2.53 0.091
H -6.40 1.67 3.45 0.110
H -4.45 3.42 5.28 0.102
H -4.14 2.05 6.33 0.117
H -6.92 2.79 5.25 0.062
H -6.32 3.09 6.89 0.080
H -6.55 1.43 6.31 0.082
C -11.57 3.54 6.84 -0.080
C -10.21 2.99 6.45 -0.287
O -9.60 2.21 7.47 -0.169
C -10.31 1.06 7.89 -0.280
C -10.55 0.06 6.77 -0.079
H -11.50 4.14 7.75 0.082
H -11.97 4.16 6.04 0.077
H -12.29 2.74 7.04 0.065
H -9.53 3.83 6.27 0.115
H -10.26 2.43 5.52 0.107
H -11.25 1.34 8.37 0.105
H -9.69 0.58 8.66 0.118
H -11.16 0.48 5.97 0.065
H -11.06 -0.83 7.15 0.077
H -9.60 -0.25 6.32 0.080
```

---

In Ha, the highest occupied orbital energy values for the records above are, in order, -0.350 -0.372 -0.320.